Arrangement P

The following is a quantum chemistry calculation of an isolated ion of composition C7H12N and charge +1, from OMol25.

Computed properties:
* SMILES: C=C[C@@]1([NH3+])CC12CC2
* lowest unoccupied orbital energy: -3.50 eV

Structure (ORCA input):
```
! wB97M-V def2-TZVPD RIJCOSX def2/J DEFGRID3
* xyz 1 1
C 2.6974 0.6228 -0.2198
C 1.4605 0.9552 0.1063
C 0.4166 0.0076 0.2657
N 0.8079 -1.4076 -0.1300
C -0.7633 -0.0727 1.5928
C -1.0809 0.2141 0.2135
C -1.8510 1.2578 -0.5074
C -2.0391 -0.2147 -0.8588
H 3.4029 1.3185 -0.4406
H 2.9112 -0.3253 -0.5187
H 1.1741 1.9789 0.3178
H 1.2677 -1.4044 -1.0988
H 0.1153 -2.0863 -0.3461
H 1.4752 -1.7429 0.4919
H -1.1042 -1.0246 1.9376
H -0.9848 0.8136 2.2854
H -1.2984 1.8726 -1.2335
H -2.8275 1.6283 0.0525
H -2.8081 -0.7848 -0.6444
H -1.6109 -0.6638 -1.8279
*
```

Atom charges from the Mulliken analysis, given in e for atoms 1 to 5: -0.97 -0.44 0.37 -0.35 -0.79


Arrangement Q

The following is a quantum chemistry calculation of an isolated ion of composition C7H12N and charge +1, from OMol25.

Computed properties:
* SMILES: C=[N+]=C/C=C(\C)CC
* lowest unoccupied orbital energy: -4.88 eV

Structure (ORCA input):
```
! wB97M-V def2-TZVPD RIJCOSX def2/J DEFGRID3
* xyz 1 1
C -3.1483 0.7565 0.4634
N -2.2976 -0.1168 0.1835
C -1.6660 -1.2367 0.1173
C -0.2653 -1.1624 0.0981
C 0.4108 -0.0422 -0.2326
C -0.2792 1.1660 -0.9000
C 1.8797 0.2264 -0.1929
C 2.6232 -0.7395 0.7479
H -3.7047 1.3433 -0.3106
H -3.2234 1.0704 1.4501
H -2.2410 -2.1271 0.1373
H 0.3548 -2.1386 0.2888
H -1.1482 0.8457 -1.3834
H 0.5903 1.4183 -1.6197
H -0.4526 2.0350 -0.4040
H 2.2737 0.1264 -1.2046
H 1.9786 1.3893 -0.0971
H 2.1044 -1.6397 0.6151
H 2.5838 -0.3208 1.8007
H 3.6269 -0.8537 0.4426
*
```

Atom charges from the Mulliken analysis, given in e for atoms 1 to 5: -0.23 -0.14 -0.14 -0.67 1.23


Relative calculated energies, zero for the most stable structure, unit eV: arrangement P 1.170; arrangement Q 0.000.


Arrangement P

The following is a quantum chemistry calculation of one molecule with the formula CH6N2, from OMol25.

Computed properties:
* SMILES: NCN
* lowest unoccupied orbital energy: 1.19 eV

Structure (ORCA input):
```
! wB97M-V def2-TZVPD RIJCOSX def2/J DEFGRID3
* xyz 0 1
N -0.4829 -1.1188 0.2681
C -0.4631 0.3190 0.1021
N 0.9071 0.7859 -0.2478
H 0.4503 -1.4858 0.3364
H -1.0498 -1.6690 -0.3485
H -0.7481 0.7862 1.0457
H -1.1491 0.6032 -0.6784
H 1.0110 1.6792 0.1485
H 0.9499 0.9194 -1.2344
*
```

Atom charges from the Mulliken analysis, given in e for atoms 1 to 5: -0.55 -0.18 -0.61 0.22 0.20


Arrangement Q

The following is a quantum chemistry calculation of a 2-piece molecular cluster, CH6N2 overall, from OMol25.

Computed properties:
* SMILES: C=N.N
* lowest unoccupied orbital energy: 1.00 eV

Structure (ORCA input):
```
! wB97M-V def2-TZVPD RIJCOSX def2/J DEFGRID3
* xyz 0 1
C -1.1480 0.4937 1.2547
N -1.7292 -0.2440 0.4292
H -1.6351 0.9384 2.1272
H -0.0949 0.8059 1.2347
H -1.1015 -0.4370 -0.3477
N 1.2551 -0.2202 -1.1946
H 1.2946 -0.5497 -0.2438
H 2.1389 0.1939 -1.4437
H 1.0203 -0.9812 -1.8160
*
```

Atom charges from the Mulliken analysis, given in e for atoms 1 to 5: -0.18 -0.56 0.25 0.14 0.37


Relative calculated energies, zero for the most stable structure, unit eV: arrangement P 0.000; arrangement Q 0.501.


Arrangement P

The following is a quantum chemistry calculation of C4H6O as an isolated structure, from OMol25.

Computed properties:
* lowest unoccupied orbital energy: 1.19 eV

Structure (ORCA input):
```
! wB97M-V def2-TZVPD RIJCOSX def2/J DEFGRID3
* xyz 0 1
C -1.1837 -0.4763 -0.1524
C 0.0023 -0.1258 0.7239
C 1.3099 -0.1752 -0.0346
O 0.7226 0.4889 -1.1667
C -0.4383 0.7926 -0.3901
H -2.1120 -0.4687 0.4180
H -1.1373 -1.2204 -0.9445
H -0.1108 -0.0609 1.8007
H 1.7637 -1.1360 -0.2956
H 2.0489 0.4880 0.4366
H -0.7333 1.8327 -0.4623
*
```

Atom charges from the Mulliken analysis, given in e for atoms 1 to 5: -0.60 -0.28 -0.30 -0.41 -0.10


Arrangement Q

The following is a quantum chemistry calculation of one molecule with the formula C4H6O, from OMol25.

Computed properties:
* lowest unoccupied orbital energy (spin up / spin down): -0.03 / -0.03 eV

Structure (ORCA input):
```
! wB97M-V def2-TZVPD RIJCOSX def2/J DEFGRID3
* xyz 0 1
O 0.3456 -1.1761 0.8549
C -1.0205 -0.2513 -0.3094
C -0.4400 1.0088 -0.6854
C 0.9324 1.0419 0.1000
C 1.2454 -0.0405 0.7765
H 0.7884 -1.9472 0.4580
H -1.0360 -1.0963 -0.9907
H -1.7172 -0.3121 0.5193
H -0.2195 1.0999 -1.7505
H -1.0171 1.8704 -0.3449
H 2.1386 -0.1976 1.3722
*
```

Atom charges from the Mulliken analysis, given in e for atoms 1 to 5: -0.48 -0.23 -0.13 -0.69 -0.18


Arrangement R

The following is a quantum chemistry calculation of a 2-piece molecular cluster, C4H6O overall, from OMol25.

Computed properties:
* lowest unoccupied orbital energy: -0.31 eV

Structure (ORCA input):
```
! wB97M-V def2-TZVPD RIJCOSX def2/J DEFGRID3
* xyz 0 1
C -1.9823 -0.3394 -0.1513
C -0.7859 0.2590 -0.3962
C 0.5520 -0.2679 0.2777
C 1.8785 0.3945 0.0122
H -2.8616 -0.0142 -0.9351
H -2.1462 -1.1545 0.7185
H -0.8393 1.0773 -1.1968
H 0.5632 0.0318 1.4231
H 0.7749 -1.3853 0.0889
H 1.9514 1.9355 0.6464
O 2.8953 -0.5368 -0.4875
*
```

Atom charges from the Mulliken analysis, given in e for atoms 1 to 5: -0.59 -0.04 -0.25 -0.13 0.20


Arrangement S

The following is a quantum chemistry calculation of one molecule with the formula C4H6O, from OMol25.

Computed properties:
* lowest unoccupied orbital energy: -1.24 eV

Structure (ORCA input):
```
! wB97M-V def2-TZVPD RIJCOSX def2/J DEFGRID3
* xyz 0 1
C 1.8375 -0.4204 -0.2903
C 0.8303 -0.0123 0.6177
O 0.8599 0.6717 1.6446
C -0.2740 -0.2049 -0.2554
C -1.6051 0.3449 0.2251
H 2.3829 0.3738 -0.8196
H 1.9364 -1.3468 -0.8374
H -2.0937 0.8151 -0.6768
H -0.1523 -0.9927 -0.9924
H -1.4269 1.2135 0.8352
H -2.2950 -0.4418 0.5493
*
```

Atom charges from the Mulliken analysis, given in e for atoms 1 to 5: -0.61 0.72 -0.64 -0.28 -0.92


Relative calculated energies, zero for the most stable structure, unit eV: arrangement P 0.000; arrangement Q 2.934; arrangement R 4.036; arrangement S 1.679.


Arrangement P

The following is a quantum chemistry calculation of one molecule with the formula C4H6O, from OMol25.

Computed properties:
* lowest unoccupied orbital energy: -0.52 eV

Structure (ORCA input):
```
! wB97M-V def2-TZVPD RIJCOSX def2/J DEFGRID3
* xyz 0 1
C -0.2044 1.7694 -0.3547
C -0.9052 -0.8979 0.2388
C 0.5360 -0.4308 0.2657
O 1.2263 -0.2229 -0.9237
C 0.9475 0.9647 -0.1369
H -1.5823 -0.0981 0.5459
H -0.7374 1.3342 -1.2214
H -1.0654 -1.7356 0.9199
H -1.1776 -1.2027 -0.7708
H 1.1510 -0.8551 1.0572
H 1.8113 1.3749 0.3802
*
```

Atom charges from the Mulliken analysis, given in e for atoms 1 to 5: -0.72 -1.37 0.31 -0.42 0.09


Arrangement Q

The following is a quantum chemistry calculation of one molecule with the formula C4H6O, from OMol25.

Computed properties:
* lowest unoccupied orbital energy: 1.04 eV

Structure (ORCA input):
```
! wB97M-V def2-TZVPD RIJCOSX def2/J DEFGRID3
* xyz 0 1
C 0.9230 -0.7061 -0.4805
C 0.5554 0.0362 0.7590
C -0.9814 1.4731 0.0905
O -0.8579 0.8879 -1.1889
C -0.4769 -0.2187 -0.4639
H 1.0406 -1.7825 -0.4186
H 1.5984 -0.2064 -1.1658
H 0.3024 -0.5278 1.6500
H 1.0823 0.9601 0.9501
H -1.9125 1.0139 0.5205
H -1.2734 -0.9297 -0.2524
*
```

Atom charges from the Mulliken analysis, given in e for atoms 1 to 5: -0.61 -0.45 -0.36 -0.28 0.10


Relative calculated energies, zero for the most stable structure, unit eV: arrangement P 0.000; arrangement Q 0.493.


Arrangement P

The following is a quantum chemistry calculation of one molecule with the formula C4H6O, from OMol25.

Computed properties:
* SMILES: C=C[C@H]1CO1
* lowest unoccupied orbital energy: 1.17 eV

Structure (ORCA input):
```
! wB97M-V def2-TZVPD RIJCOSX def2/J DEFGRID3
* xyz 0 1
C -1.8554 -0.4352 0.1380
C -1.0519 0.5910 0.0313
C 0.3886 0.5881 -0.3057
C 1.5058 0.0346 0.5259
O 0.9383 -0.7160 -0.4615
H -1.6000 -1.5169 -0.0310
H -2.9895 -0.3795 0.2571
H -1.4803 1.6130 0.1928
H 0.7620 1.3478 -0.9533
H 1.3211 -0.3180 1.5707
H 2.5577 0.3111 0.3187
*
```

Atom charges from the Mulliken analysis, given in e for atoms 1 to 5: -0.60 -0.33 0.07 -0.27 -0.40


Arrangement Q

The following is a quantum chemistry calculation of C4H6O as an isolated structure, from OMol25.

Computed properties:
* lowest unoccupied orbital energy: 0.98 eV

Structure (ORCA input):
```
! wB97M-V def2-TZVPD RIJCOSX def2/J DEFGRID3
* xyz 0 1
C -1.1724 -0.6241 0.5388
C 0.0217 0.3039 0.5096
C 1.3831 -0.0659 -0.0536
O 1.0969 0.8236 -1.2035
C -0.0498 1.1278 -0.5434
H -2.0773 -0.1196 0.8913
H -1.3942 -0.9684 -0.4938
H -0.9424 -1.4953 1.1403
H 1.5520 -1.1142 -0.3135
H 2.2839 0.3542 0.3982
H -0.8511 1.7330 -0.9510
*
```

Atom charges from the Mulliken analysis, given in e for atoms 1 to 5: -1.17 0.33 -0.35 -0.39 -0.24


Arrangement R

The following is a quantum chemistry calculation of one molecule with the formula C4H6O, from OMol25.

Computed properties:
* SMILES: C[C@@H]1CC1=O
* lowest unoccupied orbital energy: -0.09 eV

Structure (ORCA input):
```
! wB97M-V def2-TZVPD RIJCOSX def2/J DEFGRID3
* xyz 0 1
C -1.1407 0.3844 0.7442
C 0.0878 -0.3242 0.2910
C 1.0982 0.3561 -0.5899
C 0.2674 -0.7221 -1.1028
O 0.6045 -1.8040 -1.5394
H -1.0700 1.4651 0.5873
H -1.3046 0.2110 1.8128
H -2.0205 0.0138 0.2084
H 0.4399 -1.0420 1.0211
H 0.8926 1.3476 -0.9652
H 2.1454 0.1143 -0.4675
*
```

Atom charges from the Mulliken analysis, given in e for atoms 1 to 5: -1.22 0.23 -0.85 0.53 -0.51


Relative calculated energies, zero for the most stable structure, unit eV: arrangement P 0.000; arrangement Q 0.847; arrangement R 0.344.


Arrangement P

The following is a quantum chemistry calculation of a 2-piece molecular cluster, C2H8NO overall, from OMol25.

Computed properties:
* lowest unoccupied orbital energy: -3.54 eV

Structure (ORCA input):
```
! wB97M-V def2-TZVPD RIJCOSX def2/J DEFGRID3
* xyz 1 1
C -0.1721 -0.1828 -1.3483
C 0.6405 0.8357 -1.5520
N -1.0434 -0.3625 -0.1585
H -0.1538 -1.0458 -1.9966
H 1.3493 0.9181 -2.3476
H 0.6099 1.8203 -1.0878
H -0.3949 -0.3436 0.6249
H -1.6915 0.4064 -0.0568
H -1.6051 -1.2420 -0.0673
H 0.5325 0.3732 3.0728
H 1.2580 -0.9459 2.5883
O 0.6707 -0.2311 2.3289
*
```

Atom charges from the Mulliken analysis, given in e for atoms 1 to 5: -0.01 -0.65 -0.19 0.30 0.27


Arrangement Q

The following is a quantum chemistry calculation of a 2-piece molecular cluster, C2H8NO overall, from OMol25.

Computed properties:
* lowest unoccupied orbital energy: -4.74 eV

Structure (ORCA input):
```
! wB97M-V def2-TZVPD RIJCOSX def2/J DEFGRID3
* xyz 1 1
O 0.6837 1.2418 1.7852
H 0.6925 0.4730 0.3437
H 0.6370 0.7879 2.7037
H 0.8485 2.2219 2.1032
C 0.0886 -1.4961 -0.5761
C -0.7947 0.6220 -1.1691
N -0.0544 -0.0509 -0.3776
H 1.1032 -1.7594 -0.3823
H -0.4016 -1.6904 -1.5014
H -0.5656 -2.1139 0.1398
H -0.7371 1.6897 -1.3570
H -1.5001 0.0743 -1.7122
*
```

Atom charges from the Mulliken analysis, given in e for atoms 1 to 5: -0.67 0.42 0.34 0.35 -0.75


Arrangement R

The following is a quantum chemistry calculation of a 2-piece molecular cluster, C2H8NO overall, from OMol25.

Computed properties:
* lowest unoccupied orbital energy: -4.98 eV

Structure (ORCA input):
```
! wB97M-V def2-TZVPD RIJCOSX def2/J DEFGRID3
* xyz 1 1
O 0.5421 0.9743 -3.0326
H 0.5090 1.8687 -3.3856
H 1.3565 0.5705 -3.3508
H -1.7269 -0.7715 1.5519
C -0.7962 -0.5405 2.0486
C 0.1985 -0.0844 1.0553
N 0.1278 -0.3964 -0.1880
H -0.4332 -1.4830 2.4782
H -0.8867 0.1756 2.8541
H 1.0478 0.5168 1.3697
H -0.7576 -0.7485 -0.5384
H 0.8189 -0.0816 -0.8624
*
```

Atom charges from the Mulliken analysis, given in e for atoms 1 to 5: -0.66 0.33 0.34 0.35 -1.03


Relative calculated energies, zero for the most stable structure, unit eV: arrangement P 0.661; arrangement Q 1.198; arrangement R 0.000.